No. 1
{"formula": "C5H8", "method": "wB97M-V/def2-TZVPD", "elements": ["H", "C", "H", "H", "H", "C", "C", "C", "H", "H", "H", "C", "H"], "positions_angstrom": [[0.55971, -1.55021, 1.76357], [-0.86326, 1.31296, -0.96484], [-1.70402, 1.51364, -0.30401], [-1.77105, -0.73416, 0.41726], [-0.70840, -1.94975, -0.26424], [-0.39828, 0.07136, -1.03214], [-0.74859, -0.89963, 0.05695], [0.40674, -0.75379, 1.03743], [0.46676, -0.20288, -1.64176], [2.39882, -0.12610, 1.20420], [1.31548, 1.03822, 0.28874], [1.40861, 0.11360, 0.85062], [-0.36252, 2.16674, -1.41178]], "mulliken_charge": [0.316, -0.628, 0.239, 0.299, 0.250, -0.383, -0.515, -0.173, 0.395, 0.248, 0.263, -0.630, 0.318], "smiles": "C=CCC=C", "total_energy_ha": -195.233768, "charge": 0, "de_lowest_ev": 1.585, "lumo_energy_ev": 1.3}



No. 2
{"formula": "C7H11NPV", "method": "wB97M-V/def2-TZVPD", "elements": ["C", "H", "H", "C", "C", "C", "N", "H", "C", "H", "P", "H", "H", "C", "H", "H", "H", "V", "H", "C", "H"], "positions_angstrom": [[0.53026, 1.69933, -1.54820], [-3.71333, 1.14567, 3.29327], [0.99131, -2.86866, -0.23189], [-3.50445, 1.95745, 2.58104], [0.13664, -0.53319, -2.22872], [-2.70372, 1.49002, 1.46038], [-2.14899, 0.95773, 0.59134], [0.26535, -1.51353, -2.61131], [-0.80208, 1.61801, -2.05967], [2.13243, 0.27813, -0.89456], [0.63405, -1.86834, 0.77685], [-3.01928, 2.74067, 3.17621], [-4.41610, 2.41579, 2.19416], [-1.03726, 0.26136, -2.51689], [0.96374, 2.62176, -1.22205], [1.95602, -1.51157, 1.27059], [-1.94390, -0.19675, -2.95513], [-0.58500, 0.18654, -0.59831], [-1.61554, 2.29273, -1.91024], [1.17031, 0.40591, -1.43064], [-0.17788, -2.49196, 1.81446]], "mulliken_charge": [0.111, 0.271, 0.085, -0.913, -0.340, 0.382, -0.307, 0.452, -0.964, 0.371, -0.116, 0.286, 0.269, -0.313, 0.398, 0.086, 0.331, 0.403, 0.448, -1.028, 0.088], "spin_multiplicity": 3, "total_energy_ha": -1613.240453, "charge": 0, "lumo_energy_ev": [0.2, 0.1]}



No. 3
{"formula": "C5H9FO", "method": "wB97M-V/def2-TZVPD", "elements": ["H", "C", "O", "C", "H", "F", "H", "H", "C", "C", "H", "C", "H", "H", "H", "H"], "positions_angstrom": [[-2.65704, -2.41005, -0.76857], [-1.76410, -1.61248, -0.88653], [-1.70243, -0.58409, 0.22966], [0.38420, 0.63431, 0.43836], [-1.70191, -1.08291, -1.97057], [0.68914, 0.80284, -1.98467], [0.59514, -0.90324, -1.03602], [2.00479, 0.77098, 2.24488], [-0.80666, 0.25291, 0.91296], [1.34009, 1.51554, 1.22900], [-0.77344, -2.33477, -0.61103], [1.03526, 0.14839, -0.87775], [0.37642, 2.54053, 1.57676], [-1.47863, 0.30050, 1.78938], [2.24109, 2.05228, 0.31813], [2.21809, -0.09073, -0.60398]], "mulliken_charge": [0.238, -0.550, -0.421, 0.415, 0.241, -0.260, 0.071, 0.221, -0.177, -0.927, 0.273, -0.317, 0.244, 0.360, 0.273, 0.316], "total_energy_ha": -370.740407, "charge": 0, "de_lowest_ev": 7.433, "lumo_energy_ev": 0.7}



No. 4
{"formula": "C3H7NO3", "method": "wB97M-V/def2-TZVPD", "elements": ["H", "C", "C", "O", "O", "H", "O", "H", "N", "H", "C", "H", "H", "H"], "positions_angstrom": [[-1.80062, 0.14277, -1.51076], [0.13194, 0.42078, -1.37787], [-0.18575, -0.30759, -0.03413], [1.86221, -1.42669, 0.46059], [1.10738, -0.01644, 2.00358], [1.99275, -0.08991, 2.37175], [-1.11467, 0.50495, -2.09558], [0.60495, 1.39772, -1.23798], [-1.29681, 0.34421, 0.62974], [0.71889, -0.21640, -2.04633], [1.08905, -0.55562, 0.76227], [-0.48526, -1.31818, -0.30344], [-1.08839, 1.29222, 0.90926], [-1.53565, -0.17181, 1.46890]], "mulliken_charge": [0.347, -0.488, 0.278, -0.535, -0.450, 0.348, -0.517, 0.310, -0.645, 0.280, 0.254, 0.341, 0.216, 0.261], "smiles": "N[C@@H](CO)C(=O)O", "total_energy_ha": -398.984857, "charge": 0, "de_lowest_ev": 1.437, "lumo_energy_ev": 0.5}



No. 5
{"formula": "C20H19N4O10", "method": "wB97M-V/def2-TZVPD", "elements": ["C", "O", "C", "O", "C", "H", "O", "H", "H", "H", "C", "C", "H", "C", "H", "H", "O", "H", "N", "C", "H", "O", "H", "C", "H", "C", "C", "C", "O", "C", "H", "H", "N", "C", "O", "O", "N", "C", "C", "C", "H", "O", "C", "H", "H", "C", "C", "O", "N", "H", "H", "H", "C"], "positions_angstrom": [[0.75013, -0.10411, -2.86588], [2.65942, 1.19186, -3.03815], [1.40304, -1.20676, -3.46052], [2.65556, -3.35673, -4.57756], [1.13118, 0.89390, 1.07810], [5.45721, -0.36721, 2.92309], [5.31385, 1.11343, 1.51872], [-4.27302, 2.18830, 2.85294], [2.42488, -1.09501, -3.79285], [-1.03912, 0.65033, -1.98314], [-0.57723, -2.50330, -3.21574], [-0.29325, 0.86770, 1.07751], [-4.82328, -1.17289, 1.31872], [-0.54808, -0.19059, -2.44818], [6.99208, 0.26784, 2.28021], [-2.63740, -2.08520, 0.28946], [0.85140, 2.14159, -2.32505], [-4.84005, 3.83524, 2.53738], [1.47182, -3.51753, -4.26183], [-1.21919, -1.40856, -2.62606], [-4.27339, -1.75351, 2.88089], [-2.27172, -0.48075, 1.45770], [-5.10079, 2.55060, 1.35401], [3.20330, 2.13015, 1.15657], [-2.09271, -2.43143, 1.93898], [1.89397, -0.29339, 1.16613], [5.97008, -0.02164, 2.02170], [-4.19752, -1.92476, 1.80463], [0.86174, -4.57330, -4.45217], [1.85156, 2.10557, 1.05299], [1.30870, 3.02878, 0.97647], [-3.14162, 3.89097, 0.55377], [-1.45844, -3.49910, -3.25714], [-2.75752, -1.79244, 1.34236], [-0.51834, 3.09565, 1.72935], [-0.47866, -1.34952, 0.36665], [1.46413, 1.15317, -2.73149], [3.25393, -0.27252, 1.31526], [-1.06537, 2.09072, 1.29530], [0.77027, -2.40262, -3.64321], [-2.39014, 3.75281, 2.14191], [-2.40545, 2.05799, 1.01256], [3.95137, 0.95016, 1.33783], [5.97992, -0.80504, 1.26021], [1.37419, -1.23408, 1.12048], [-4.39461, 2.94835, 2.08062], [-3.05541, 3.24119, 1.43327], [-2.58958, -3.05394, -2.72793], [-2.46347, -1.79725, -2.33379], [3.74305, 3.05876, 1.14142], [3.79100, -1.19955, 1.41173], [-4.61251, -2.91233, 1.58019], [-1.00991, -0.40003, 0.93161]], "mulliken_charge": [-0.502, -0.647, -0.366, -0.616, 0.916, 0.353, -0.476, 0.275, 0.649, 0.535, 1.508, 0.142, 0.295, -0.282, 0.245, -0.011, -0.587, 0.372, 0.968, 0.846, 0.329, -0.335, 0.268, -0.613, 0.279, -0.798, -0.822, -1.382, -0.568, -0.477, 0.528, 0.287, -0.563, 0.250, -0.795, -0.733, 1.171, -0.655, 0.350, -0.968, 0.307, -0.200, 0.740, 0.277, 0.460, -1.150, -0.303, -0.053, -0.605, 0.406, 0.302, 0.399, 0.050], "total_energy_ha": -1744.723443, "charge": -1, "lumo_energy_ev": 0.3}



No. 6
{"formula": "C4H5Cl", "method": "wB97M-V/def2-TZVPD", "elements": ["C", "H", "H", "H", "C", "Cl", "H", "C", "H", "C"], "positions_angstrom": [[0.03740, 0.43168, -0.60852], [-1.91213, 1.13024, -0.50075], [1.01000, -2.60129, 0.33466], [-0.79376, 1.79374, 0.69792], [-1.20859, 0.95647, 0.23712], [-0.15670, 1.69861, -2.17524], [-1.33832, 0.09478, 0.81747], [1.41824, -1.51430, 0.31417], [2.20080, -1.42081, 1.06319], [0.74305, -0.56912, -0.18003]], "mulliken_charge": [0.123, 0.403, 0.213, 0.319, -1.090, -0.254, 0.342, -0.696, 0.265, 0.376], "smiles": "C=C=C(C)Cl", "total_energy_ha": -615.476901, "charge": 0, "de_lowest_ev": 2.144, "lumo_energy_ev": -0.3}